Entry from OMol25: a structure of composition C36H45BeN2O2P2 at a distorted geometry (ωB97M-V/def2-TZVPD).

F_max: 3.34 eV/A
ΔE to the lowest compared entry with this formula, charge and spin: 0.879 eV
net charge: -1

XYZ file:
```
88
Properties=species:S:1:pos:R:3:lowdin_charge:R:1
Be 0.78504 -0.38784 -1.01570 -0.0419
C 4.44287 -3.43260 -2.25172 -0.0691
C 3.25352 -2.44951 -2.09814 -0.3430
C 2.90790 -1.98579 -3.52306 -0.0662
C 3.51044 -1.25999 -1.19060 -0.2500
C 4.72686 -1.31839 -0.26968 -0.0838
O 4.28523 -0.66264 0.95057 -0.0277
C 2.91435 -0.56617 0.90314 -0.1887
N 2.39637 -0.85677 -0.28706 0.1714
C 2.27000 -0.28551 2.23772 -0.0921
C 3.14231 -0.48438 3.33218 -0.0227
C 2.73561 -0.31544 4.65528 -0.0745
C 1.37052 -0.17767 4.89346 -0.0777
C 0.48628 0.01746 3.83337 -0.1132
C 0.95249 0.13586 2.52414 -0.2850
P -0.25676 0.94410 1.41368 1.1180
C -1.95945 0.63499 2.07173 -0.3643
C -2.44464 -0.67552 2.11206 -0.0724
C -3.78137 -0.93878 2.46644 -0.0709
C -4.59615 0.08525 2.96629 -0.1068
C -4.03958 1.36590 3.04165 -0.1102
C -2.75215 1.66614 2.57609 -0.1141
C 0.08958 2.68086 1.84769 -0.3665
C 0.40254 3.59920 0.82802 -0.1215
C 0.64658 4.93358 1.14887 -0.0902
C 0.57405 5.40359 2.46607 -0.1151
C 0.19943 4.54077 3.46226 -0.1028
C -0.03296 3.17329 3.16202 -0.0942
H 4.39933 -3.96639 -3.17555 0.0641
H 4.39260 -4.14567 -1.44531 0.0726
H 5.42702 -2.95690 -2.21800 0.0763
H 2.41682 -2.99351 -1.66500 0.1389
H 3.80605 -1.63291 -4.05091 0.0868
H 2.10413 -1.26106 -3.59720 0.0630
H 2.59024 -2.86066 -4.06465 0.0738
H 3.68511 -0.38426 -1.89591 0.1569
H 5.58159 -0.79296 -0.70933 0.1304
H 5.06293 -2.32109 -0.00264 0.1191
H 4.16157 -0.74636 3.14516 0.1035
H 3.51058 -0.36698 5.43074 0.1055
H 0.94342 -0.23591 5.92076 0.1137
H -0.60509 0.15031 4.03154 0.1128
H -1.81385 -1.47985 1.80798 0.0761
H -4.19994 -1.93002 2.33619 0.1012
H -5.60270 -0.12726 3.39528 0.1052
H -4.65057 2.17302 3.54076 0.1094
H -2.41953 2.70509 2.55770 0.0935
H 0.50170 3.28637 -0.18587 0.0633
H 0.84200 5.58834 0.31206 0.0940
H 0.77521 6.48093 2.67796 0.1087
H 0.03594 4.88661 4.49871 0.1023
H -0.27692 2.42422 3.94589 0.1009
C -1.83802 4.03858 -2.50690 -0.3157
P -2.38209 3.09226 -1.00828 0.8369
C -3.98300 4.03109 -0.67709 -0.3242
C -3.05515 1.61846 -1.88433 -0.3049
H -2.56416 4.04251 -3.33752 0.0353
H -0.93374 3.49065 -2.88270 0.0179
H -1.49696 5.05093 -2.27211 0.0224
H -4.62195 4.11864 -1.58180 0.0314
H -3.70777 5.07227 -0.38185 0.0263
H -4.55678 3.58090 0.13948 0.0113
H -3.52124 1.78115 -2.87809 0.0429
H -3.80015 1.12628 -1.26328 0.0295
H -2.20183 0.94496 -2.06607 0.0207
C 1.53288 1.65413 -2.56175 -0.1832
O 0.64543 0.98139 -1.61990 -0.3561
H 0.96265 2.50588 -3.04462 0.0567
H 1.91158 1.01271 -3.35603 0.0397
H 2.42804 2.07970 -2.06043 0.0603
C -1.86891 -1.97368 -3.67799 -0.1048
C -1.59686 -2.99865 -2.65482 -0.2583
C -2.02786 -4.29105 -2.82928 -0.1439
C -1.73462 -5.32438 -1.92208 -0.1833
C -1.13527 -5.04371 -0.66651 -0.1380
C -0.72908 -3.76841 -0.36011 -0.2531
C -0.10507 -3.47688 0.97592 -0.1007
C -0.86953 -2.67797 -1.38378 -0.3387
N -0.31245 -1.52470 -1.21348 0.0162
H -1.79168 -2.37302 -4.70423 0.0644
H -1.20232 -1.12893 -3.55948 0.0432
H -2.89323 -1.56153 -3.66214 0.0670
H -2.63411 -4.53024 -3.70544 0.0878
H -1.96407 -6.38328 -2.23318 0.0684
H -0.93500 -5.85844 0.04738 0.0901
H 0.87822 -3.89174 1.05935 0.0520
H -0.69154 -3.92184 1.76248 0.0549
H -0.10093 -2.37109 1.12355 0.0329
```



Entry from OMol25: a structure of composition C4H5AsF6KN at a distorted geometry (ωB97M-V/def2-TZVPD).

multiplicity: 2
F_max: 4.77 eV/A
DFT total energy: -99181.7089 eV
net charge: +1

XYZ file:
```
18
Properties=species:S:1:pos:R:3:mulliken_spin:R:1
K -1.26412 0.92073 0.76843 0.0036
As -1.10018 -2.81597 1.78315 0.0000
F -1.27310 -3.84021 0.24352 0.0001
F -1.85888 -4.14043 2.78671 0.0000
F -0.86500 -1.89130 3.35899 0.0000
F -0.38446 -1.51263 0.78552 0.0001
F -2.69298 -2.04839 1.63734 0.0001
F 0.65708 -3.47361 1.93589 0.0002
N 1.82175 2.08858 -0.74738 -0.0630
C 1.32895 0.85381 -1.03554 0.3488
C 0.15745 1.01273 -1.74751 0.1386
C -0.07907 2.36671 -1.86538 0.1696
C 0.96499 3.03628 -1.23743 0.3558
H 2.71258 2.30766 -0.32486 0.0015
H 1.82106 -0.02433 -0.64427 0.0271
H -0.43850 0.23212 -2.19683 0.0005
H -0.84555 2.89028 -2.41746 0.0034
H 1.33797 4.03797 -1.08287 0.0135
```



Entry from OMol25: a structure of composition C11H18Cl2LuN2 at a distorted geometry (ωB97M-V/def2-TZVPD).

F_max: 3.25 eV/A
ΔE to the lowest compared entry with this formula, charge and spin: 2.379 eV
net charge: -1

XYZ file:
```
34
Properties=species:S:1:pos:R:3:nbo_charge:R:1
Lu -1.04961 1.05053 0.95270 1.2613
Cl -1.40039 2.67564 -0.82997 -0.6218
Cl 0.30756 -0.04752 2.65916 -0.6220
C -2.30314 2.14177 2.21323 -1.4769
H -2.56876 1.60466 3.14332 0.1809
H -3.33578 2.10436 1.71143 0.1750
C -0.71394 -1.81064 -0.17205 -0.1261
C -1.69187 -0.99193 0.12759 -0.2997
H 0.07462 -1.99703 0.54881 0.2226
C -2.53377 -0.31723 -0.92766 -0.4972
H -1.96121 -0.65139 1.21645 0.2170
C -2.85634 -1.29717 -2.04370 -0.3713
H -3.39719 0.21496 -0.47323 0.2539
H -1.90722 0.47625 -1.35657 0.2672
C -1.56549 -1.91324 -2.58956 -0.3981
H -3.49571 -2.06097 -1.60345 0.1888
H -3.46586 -0.79322 -2.78909 0.2091
C -0.55120 -2.37445 -1.55067 -0.4447
H -1.86873 -2.74403 -3.20451 0.1984
H -1.11695 -1.17072 -3.24568 0.2036
H -0.62611 -3.48746 -1.48945 0.2064
H 0.45668 -2.18680 -1.92322 0.2167
C 2.57397 -1.18933 0.82181 -0.6582
C 2.39364 0.07087 0.07402 0.3994
N 1.28882 0.77833 -0.23581 -0.5239
C 1.74605 1.86979 -0.99895 -0.0692
C 3.11503 1.87916 -1.01147 -0.1419
N 3.49593 0.73443 -0.33069 -0.5247
H 3.53809 -1.64939 0.54332 0.1959
H 2.55612 -0.96623 1.89353 0.2757
H 1.76694 -1.88029 0.57480 0.2287
H 1.05371 2.56561 -1.42923 0.2548
H 3.82142 2.58444 -1.41636 0.2110
H 4.45287 0.42775 -0.11787 0.4090
```